(1)
This record from the Open Molecules 2025 dataset describes a cluster of 2 separate species, C4H6N2O in total in a non-equilibrium geometry. The level of theory is wB97M-V/def2-TZVPD.

Its structure (SMILES) is c1cnccn1.O. Its multiplicity is 1.

Each line ends with the Löwdin charge.
Positions of all 13 atoms, in Å:
O 0.2957 1.2488 3.1031  -0.09
H 0.5609 2.1652 2.8619  0.05
H -0.5474 1.3569 3.5988  0.05
N -0.3296 -1.8121 -0.6578  0.06
N 0.1841 0.8925 -1.1472  0.05
C 0.1071 -0.9757 0.2719  -0.17
C 0.4941 0.3219 0.0415  -0.13
C -0.5840 -1.2259 -1.8916  -0.11
C -0.3216 0.1286 -2.1515  -0.13
H 0.3246 -1.6079 1.1430  0.11
H 1.0877 0.9913 0.6779  0.10
H -0.8649 -1.9584 -2.6599  0.10
H -0.4067 0.4748 -3.1900  0.10

Atoms 1-6, force components in eV/Å:
O -0.568 1.040 0.295
H -0.344 -0.932 0.319
H 0.904 -0.079 -0.537
N -1.306 1.889 -2.728
N 0.482 -0.494 -0.770
C 1.070 -2.495 0.966

(2)
This record from the Open Molecules 2025 dataset describes an isolated molecule of C4H6N2O in a non-equilibrium geometry. The level of theory is wB97M-V/def2-TZVPD.

Its structure (SMILES) is N[C@H]1C=CC(=O)N1. Its multiplicity is 1.

Each line ends with the Löwdin charge.
Positions of all 13 atoms, in Å:
N -1.9451 -0.3243 -0.0697  0.07
C -0.5314 -0.1742 -0.1681  -0.43
C 0.0444 1.1829 0.1796  -0.01
C 1.3156 0.9940 0.5321  0.02
C 1.4839 -0.4769 0.3417  -0.50
O 2.2263 -0.9954 -0.4644  0.09
N 0.2594 -1.0577 0.7366  0.09
H -2.2962 -1.0691 -0.6577  0.08
H -2.4563 0.5276 -0.2678  0.08
H -0.4731 2.1179 -0.0078  0.11
H 2.1205 1.7090 0.6232  0.11
H 0.0127 -0.4247 -1.1533  0.17
H 0.2391 -2.0092 0.3757  0.13

Atoms 1-6, force components in eV/Å:
N -0.008 -0.041 -0.151
C 0.190 0.066 -0.487
C 0.240 0.040 -0.062
C -0.089 0.148 -0.156
C 0.344 -0.153 -0.618
O 0.753 -0.074 1.004

(3)
This record from the Open Molecules 2025 dataset describes an isolated molecule of C4H6N2O. The level of theory is wB97M-V/def2-TZVPD.

Its structure (SMILES) is Cc1ncc(O)[nH]1. Its multiplicity is 1.

Each line ends with the Löwdin charge.
Positions of all 13 atoms, in Å:
C 2.1774 -0.1767 0.1319  -0.03
C 0.7183 -0.0956 -0.1725  -0.41
N 0.1483 -0.4773 -1.2834  0.09
C -1.2072 -0.2663 -1.1168  -0.11
C -1.4397 0.2381 0.1284  -0.38
O -2.5482 0.5852 0.8264  0.07
N -0.2155 0.3584 0.7300  0.16
H 2.6494 -0.7617 -0.6599  0.08
H 2.3609 -0.6776 1.0894  0.08
H 2.6571 0.8081 0.1655  0.08
H -1.9246 -0.4967 -1.8932  0.10
H -3.3092 0.1949 0.3790  0.11
H -0.0549 0.7370 1.6504  0.16

Atoms 1-6, force components in eV/Å:
C 0.055 -0.001 -0.018
C 0.066 -0.054 -0.062
N 0.117 0.077 0.267
C -0.266 0.031 0.046
C 0.253 -0.121 -0.232
O -0.135 -0.038 -0.095

| no. | E_tot (a.u.) | HOMO-LUMO gap (eV) | highest occupied orbital energy (eV) |
| --- | --- | --- | --- |
| 1 | -340.73435 | 10.108 | -9.581 |
| 2 | -340.71761 | 10.552 | -9.720 |
| 3 | -340.77437 | 8.739 | -8.037 |